1.
190
Properties=species:S:1:pos:R:3:forces:R:3:mulliken_charge:R:1 method="wB97M-V/def2-TZVPD" charge=0 orbital_gap_ev=7.18 e_lumo_ha=-0.0108 homo_ev=-7.48
C 6.84825 3.45855 -1.48596 0.5 -0.2 -0.7 -0.64
S 5.55383 4.62474 -2.14863 0.4 0.1 -1.5 0.45
O 5.89275 4.95695 -3.61216 -0.3 -0.7 2.2 -0.70
C 4.07847 3.52637 -2.19831 0.5 0.2 0.4 -0.22
H 6.72155 3.08880 -0.46845 -0.7 0.2 0.0 0.13
H 7.83565 3.91999 -1.50022 -0.3 0.9 0.0 0.44
H 7.03429 2.63227 -2.17206 -0.8 -0.2 -0.1 0.18
H 4.37225 2.58840 -2.66950 -0.2 -0.1 0.1 0.09
H 3.23753 4.00405 -2.70104 0.4 0.3 -0.5 0.40
H 3.71480 3.43069 -1.17524 0.4 -0.5 0.2 -0.17
C 1.81029 5.58091 0.72872 -0.9 0.8 -0.4 -0.30
S 2.61362 6.92544 1.77450 -0.5 -3.1 -0.5 0.36
O 3.18058 6.07859 2.91814 0.0 1.5 -1.3 -0.57
C 3.79912 7.33670 0.41768 -0.1 0.1 0.9 -0.69
H 1.38888 5.99606 -0.18680 0.3 0.4 -0.1 0.43
H 0.91774 5.15419 1.18629 0.2 0.1 0.7 -0.23
H 2.40216 4.73104 0.38884 0.7 0.4 0.5 0.11
H 4.34160 6.44512 0.10318 0.3 0.2 0.2 0.06
H 4.38661 8.15486 0.83428 0.5 -0.3 -0.1 0.40
H 3.26934 7.75731 -0.43702 -0.4 -0.2 0.2 0.34
C 1.20001 -4.14830 -4.03048 0.5 0.5 -0.5 -0.46
S 2.71841 -4.22372 -5.22708 -0.5 0.2 2.2 0.26
O 3.21319 -2.81550 -5.39750 -0.4 -1.0 0.1 -0.48
C 3.84362 -5.03868 -3.97849 -0.1 0.2 -0.5 -0.54
H 1.37294 -3.62226 -3.09161 0.8 0.1 -0.1 -0.39
H 0.78785 -5.11519 -3.74180 0.2 -0.2 -0.6 0.53
H 0.45287 -3.52645 -4.52361 -0.1 -0.3 -0.4 0.37
H 3.44720 -5.95485 -3.54078 -0.4 0.1 -0.2 0.42
H 4.07957 -4.34727 -3.16955 0.0 0.1 -0.2 -0.08
H 4.75576 -5.31380 -4.50802 0.0 0.2 0.0 0.38
C -5.53370 1.46659 -1.29857 -0.9 -0.8 0.5 0.11
S -6.61376 2.81491 -1.76068 -0.5 0.6 -2.2 0.49
O -7.84643 2.26176 -2.47293 1.3 0.1 1.3 -0.68
C -7.11733 3.55062 -0.22367 0.2 -0.6 0.3 -0.65
H -5.63387 0.79629 -2.15225 0.4 0.1 -0.2 0.22
H -5.93347 0.90223 -0.45608 0.1 0.0 0.2 -0.30
H -4.49975 1.75356 -1.10704 -0.1 0.2 -0.2 0.07
H -6.21004 3.68775 0.36465 0.0 0.2 0.0 0.14
H -7.77812 2.87767 0.32278 -0.2 0.2 -0.1 0.13
H -7.55877 4.50650 -0.50566 -0.1 -0.2 0.3 0.43
C -4.39103 -4.64568 -3.61252 1.5 0.2 -0.3 -1.04
S -3.76863 -4.84620 -1.89067 0.4 -0.9 0.1 0.29
O -2.57027 -5.79749 -1.84659 -1.4 1.3 -0.6 -0.58
C -3.13663 -3.14810 -1.64144 -0.5 -0.7 0.8 1.12
H -5.16399 -3.88779 -3.73992 -0.2 -0.2 0.5 0.30
H -4.63463 -5.58784 -4.10352 -0.3 -0.1 0.5 0.42
H -3.51026 -4.27133 -4.13425 0.1 0.1 -0.2 0.30
H -2.12400 -3.29971 -1.26768 0.3 0.3 -0.7 -0.65
H -3.67604 -2.81053 -0.75646 -0.3 0.3 -0.1 -0.44
H -3.29444 -2.44812 -2.46193 0.4 -0.2 0.0 0.22
C -5.86699 2.54484 3.21398 -0.6 -1.3 -0.1 -0.61
S -6.70860 0.99529 2.59382 0.0 -1.4 0.6 0.76
O -6.09738 -0.29289 3.13496 -0.2 2.0 -0.4 -0.65
C -8.24416 1.12953 3.56064 -0.5 0.2 0.7 -1.22
H -4.88957 2.63622 2.74027 -0.1 -0.2 0.1 -0.19
H -5.80471 2.42583 4.29567 0.1 0.4 -0.1 0.47
H -6.50763 3.35501 2.86568 0.0 0.1 0.3 0.36
H -8.07281 1.20318 4.63456 0.6 0.2 0.0 0.36
H -8.82475 0.20858 3.50719 0.3 -0.2 -0.7 0.36
H -8.91985 1.94138 3.29147 0.3 0.2 -0.4 0.37
C 3.62583 -3.78639 3.89087 1.1 -0.2 -0.1 -0.87
S 3.75664 -1.96705 3.65638 0.6 -1.2 -1.4 0.32
O 4.34634 -1.84592 2.23740 -1.3 0.1 1.7 -0.42
C 1.99921 -1.49362 3.70761 0.2 0.4 -0.8 0.74
H 4.63218 -4.18549 3.76414 0.6 0.6 0.1 0.34
H 3.17536 -4.35104 3.07457 -1.0 0.5 0.1 0.14
H 3.41377 -4.11344 4.90879 -0.8 0.3 -0.1 0.39
H 1.54886 -1.76487 4.66245 0.1 -0.2 -0.1 0.59
H 1.41210 -1.83209 2.85388 0.1 -0.6 0.1 -0.27
H 1.97332 -0.41034 3.58963 0.2 0.2 0.3 -0.82
C 1.73835 2.33921 8.98194 -0.4 -1.0 -0.3 -0.93
S 0.68901 1.23216 7.92213 -0.7 2.6 -1.9 0.42
O -0.47946 2.13259 7.43769 1.5 -1.4 1.1 -0.59
C 1.75685 1.31092 6.40558 0.3 -0.5 0.5 -0.60
H 1.72139 3.30988 8.48634 0.1 0.0 0.2 0.27
H 2.72859 1.89316 9.07449 0.1 0.1 -0.3 0.35
H 1.32004 2.33733 9.98847 -0.3 0.3 -0.2 0.37
H 2.06108 2.32649 6.15228 -0.3 0.2 0.4 0.28
H 1.18507 0.89791 5.57456 -0.2 0.0 0.2 -0.15
H 2.67097 0.72765 6.51646 0.0 -0.2 0.2 0.57
C 0.96104 0.21438 0.35793 -0.4 0.0 0.8 0.57
S -0.33721 -1.04301 0.09497 0.8 0.5 -2.8 1.33
O -0.36192 -1.23830 -1.45006 -0.3 -0.3 2.0 -0.63
C -1.78548 -0.00943 0.45741 0.5 -0.1 -0.1 -0.24
H 1.96685 -0.20425 0.39240 -0.2 -0.4 0.0 0.18
H 0.68186 0.59533 1.34029 0.4 0.2 0.3 -0.18
H 0.97631 1.05406 -0.33691 -0.5 -0.2 -0.3 -0.45
H -2.22051 -0.39057 1.38130 0.0 0.3 0.1 0.52
H -2.48574 -0.12100 -0.37041 0.1 -0.1 0.0 0.11
H -1.40581 1.01061 0.51632 -0.4 -0.1 0.1 -0.39
C -1.93428 2.86308 2.39377 -0.8 0.6 1.3 -0.21
S -1.02635 2.35975 3.94361 0.1 -0.9 -2.6 0.34
O -0.08159 1.36227 3.28428 -0.1 0.2 1.2 -0.63
C -0.07779 3.86021 4.19220 -0.3 -0.2 -0.5 -0.26
H -1.35732 3.25483 1.55606 0.5 -0.2 0.6 -0.51
H -2.65899 3.61773 2.69938 -0.1 0.2 -0.1 0.64
H -2.51110 2.01149 2.03298 0.2 -0.2 0.3 -0.11
H -0.80217 4.66722 4.30224 0.2 0.1 0.3 0.51
H 0.49022 3.98527 3.27034 0.2 0.2 0.2 -0.30
H 0.54880 3.72096 5.07316 -0.1 0.2 -0.1 0.14
C 0.48964 -5.46261 -0.85335 -0.2 0.0 0.7 -0.92
S 1.32751 -4.58656 0.55479 1.8 -0.6 -1.2 0.65
O 2.52597 -5.48928 0.90178 -1.6 1.1 -0.1 -0.79
C 2.10077 -3.17248 -0.40468 -0.5 -0.8 0.1 1.07
H 1.23870 -6.01575 -1.41997 0.1 0.3 0.0 0.44
H -0.17271 -4.83740 -1.45210 0.4 0.4 -0.1 -0.08
H -0.21105 -6.18803 -0.43993 0.2 -0.1 0.4 0.51
H 2.95584 -3.58394 -0.94100 0.0 -0.2 0.3 0.42
H 2.40841 -2.40084 0.30103 0.2 -0.2 0.1 -0.39
H 1.40330 -2.75820 -1.13270 -0.2 0.0 0.2 -1.09
C 8.40208 -3.32517 -0.50093 -0.1 0.5 0.3 -0.83
S 7.31469 -4.83422 -0.52472 -1.5 0.9 -0.6 0.33
O 6.39932 -4.81926 -1.75465 1.3 0.3 1.4 -0.50
C 6.24221 -4.30496 0.87929 0.1 -0.4 -0.1 -0.52
H 9.34631 -3.48904 0.01836 0.1 -0.7 -0.3 0.40
H 8.00752 -2.48656 0.07279 -0.7 -0.1 -0.1 0.16
H 8.59064 -2.94456 -1.50476 -0.1 -0.4 -0.1 0.33
H 6.85531 -4.26938 1.77981 0.1 0.2 0.0 0.44
H 5.45443 -5.03797 1.05307 0.2 -0.4 -0.3 0.34
H 5.70787 -3.36968 0.71245 0.5 0.2 -0.2 -0.15
C 4.39826 -1.50871 -2.70884 0.9 0.6 -1.5 0.56
S 6.05321 -0.77508 -2.49713 -1.2 2.4 1.8 0.28
O 6.02902 0.64914 -3.05037 0.1 -1.8 0.0 -0.60
C 5.61868 -0.46106 -0.73702 0.1 0.2 0.9 0.09
H 4.42143 -1.62309 -3.79258 -0.6 -0.7 0.0 0.38
H 3.62467 -0.76807 -2.50612 0.1 0.0 0.4 -0.32
H 4.34349 -2.43886 -2.14323 0.0 0.1 -0.2 -0.47
H 6.31377 0.13122 -0.14190 0.7 -0.2 -0.4 0.51
H 5.36859 -1.35232 -0.16151 0.2 -0.3 -0.2 -0.51
H 4.72956 0.16743 -0.68635 -0.2 0.0 -0.6 -0.01
C -3.52111 -0.46281 -5.45788 0.8 -0.3 -0.8 -0.86
S -4.00152 1.23606 -5.10113 0.6 1.9 -2.0 0.83
O -2.79373 2.18386 -5.25196 -1.7 -1.9 0.6 -0.66
C -4.92542 1.51490 -6.76709 0.4 -0.2 0.6 -1.20
H -4.34599 -1.01873 -5.90355 -0.2 0.1 0.3 0.41
H -3.06224 -1.02017 -4.64125 -0.3 0.4 0.4 0.00
H -2.74522 -0.40211 -6.22103 0.0 0.1 -0.2 0.39
H -5.16031 2.57915 -6.78501 -0.2 -0.2 0.3 0.34
H -5.79959 0.88176 -6.91892 -0.2 0.2 0.6 0.38
H -4.32076 1.32106 -7.65303 0.7 -0.1 0.4 0.37
C 2.88298 2.31637 2.59943 0.7 0.4 0.8 -0.02
S 4.60098 1.60674 2.46948 -1.2 1.5 -1.4 0.96
O 5.26676 2.61881 1.54761 0.0 -1.1 1.0 -0.71
C 5.12809 1.93219 4.16342 0.1 1.1 0.1 -1.11
H 2.34442 2.35291 1.65248 0.2 -1.0 0.0 -0.46
H 2.92653 3.38064 2.83082 0.8 0.2 0.3 0.56
H 2.35626 1.86394 3.43965 -0.3 -0.4 -0.4 -0.24
H 6.09401 1.45406 4.32618 -0.2 -0.2 0.0 0.37
H 4.39618 1.71196 4.94054 0.0 -0.6 -0.3 0.13
H 5.26260 3.01177 4.23056 0.2 0.2 -0.2 0.43
C 1.33590 -0.15116 -5.65528 -1.1 0.5 0.2 -0.81
S 1.98764 1.17004 -4.56981 0.5 1.1 -1.3 0.80
O 1.53444 2.48296 -5.21134 0.3 -1.6 1.0 -0.76
C 0.91055 0.82585 -3.17021 0.4 -0.5 -0.7 0.43
H 0.40217 0.26178 -6.03701 -0.2 0.3 0.1 0.33
H 1.04774 -0.99941 -5.03437 0.6 -0.3 -0.2 -0.09
H 1.90125 -0.36851 -6.56150 0.6 -0.1 0.6 0.44
H -0.05965 0.77951 -3.66486 -0.4 0.4 0.8 0.23
H 1.13452 1.55905 -2.39538 -0.6 0.4 -0.4 -0.54
H 1.12918 -0.14799 -2.73211 0.1 -0.1 -0.3 -0.23
C -8.36750 -1.39633 -0.41424 0.2 -0.8 1.2 -1.02
S -6.67324 -2.10207 -0.75825 0.2 0.2 -0.7 0.63
O -5.62575 -1.59076 0.21137 -1.4 -0.6 -0.5 -0.50
C -7.02540 -3.86921 -0.45176 -0.3 -0.5 0.5 -0.99
H -8.38862 -0.30978 -0.49819 0.3 -0.1 -0.2 0.23
H -8.64891 -1.69129 0.59666 0.3 0.2 0.3 0.33
H -9.16856 -1.85135 -0.99678 0.5 0.0 -0.7 0.43
H -7.11130 -4.12262 0.60490 -0.2 0.4 0.2 0.35
H -6.27837 -4.57240 -0.81997 0.6 0.7 -0.2 0.21
H -7.92274 -4.20781 -0.96966 -0.3 0.5 0.0 0.43
C -4.14506 -3.27504 2.44598 0.3 -0.6 0.3 -1.10
S -2.28775 -3.24749 2.17334 -0.2 -0.2 0.5 0.91
O -1.60612 -2.96648 3.47746 -0.4 0.3 -0.4 -0.72
C -2.07004 -5.04382 1.94808 -0.6 0.4 -0.2 -1.09
H -4.29790 -3.63518 3.46334 0.2 -0.1 0.1 0.53
H -4.61585 -3.99198 1.77333 0.3 -0.1 -0.2 0.29
H -4.71401 -2.35258 2.33000 0.7 0.4 -0.1 0.11
H -1.03705 -5.38289 2.02601 0.0 0.6 0.2 0.34
H -2.39024 -5.24802 0.92638 -0.4 -0.4 0.0 0.10
H -2.67169 -5.51293 2.72657 -0.1 -0.2 -0.2 0.47
C -1.82027 3.15750 -2.39623 0.0 0.3 -0.2 -1.37
S -0.93783 3.63268 -0.85094 1.3 2.0 -2.1 1.34
O 0.54491 3.69788 -1.22413 -1.5 -0.8 0.7 -0.64
C -1.43478 5.45160 -0.95528 -0.7 -0.8 0.0 -1.44
H -1.24665 3.58602 -3.21808 0.3 -0.1 0.0 0.54
H -2.82260 3.57334 -2.49871 -0.1 0.1 0.5 0.61
H -1.90929 2.08403 -2.56306 0.4 0.0 0.4 0.01
H -0.98741 6.06102 -0.17006 0.0 -0.4 0.1 0.38
H -2.52224 5.47006 -0.88333 -0.1 0.1 0.3 0.43
H -1.20469 5.90224 -1.92072 0.4 -0.5 -0.1 0.43



2.
31
Properties=species:S:1:pos:R:3:forces:R:3:nbo_charge:R:1 method="wB97M-V/def2-TZVPD" charge=+3 orbital_gap_ev="6.33 / 6.33" e_lumo_ha="-0.4717 / -0.4716" homo_ev="-19.16 / -19.17"
Re -0.82844 -0.93472 0.10888 -0.3 1.0 0.7 0.31
C 2.10186 -1.32220 0.82577 0.0 0.0 -0.1 -0.44
N 1.37534 -0.84846 -0.41079 0.0 -0.3 -0.3 -0.46
C 1.84277 -1.71470 -1.55979 0.0 0.2 0.1 -0.42
C 1.83046 0.54133 -0.72705 0.1 0.0 0.1 -0.26
C 0.98013 1.50794 0.03108 0.0 0.1 0.0 -0.26
N -0.44716 1.21493 -0.31120 0.1 0.0 -0.1 -0.42
C -0.67155 1.53360 -1.76966 0.0 0.0 0.1 -0.44
C -1.29566 2.17217 0.47718 0.1 0.0 -0.1 -0.41
H 3.16351 -1.38290 0.58053 0.0 0.0 0.0 0.26
H 1.74936 -2.30980 1.10906 0.0 0.0 0.0 0.24
H 1.96170 -0.61804 1.64107 0.0 0.0 0.0 0.22
H 2.85211 -1.39587 -1.82147 0.0 0.0 0.0 0.25
H 1.18733 -1.58350 -2.41869 0.0 0.0 0.0 0.23
H 1.87140 -2.75446 -1.25809 0.0 0.0 0.0 0.25
H 1.75464 0.68995 -1.80102 0.0 0.0 0.0 0.24
H 2.88425 0.64760 -0.46441 0.0 0.0 0.0 0.27
H 1.22113 2.53791 -0.24026 -0.1 0.0 0.0 0.27
H 1.09533 1.41610 1.11141 0.0 0.0 0.0 0.23
H -0.20247 2.49369 -1.98998 0.0 0.0 0.0 0.25
H -1.73874 1.61094 -1.95930 0.0 0.0 0.0 0.24
H -0.25309 0.76747 -2.41848 0.0 0.0 0.0 0.23
H -1.01178 3.18579 0.19007 0.0 0.0 0.0 0.25
H -1.11821 2.03484 1.54002 0.0 0.0 0.0 0.23
H -2.34735 2.01910 0.24850 0.0 0.0 0.0 0.22
Se -3.82338 -3.67298 3.88452 0.2 -0.6 0.2 0.00
Sb -4.35882 -1.57768 3.31888 -0.4 0.1 0.2 1.05
Se -2.82451 -0.63952 -0.75132 0.1 -0.2 -0.2 0.53
Se -1.13808 -0.81696 2.29262 0.3 0.0 -0.4 0.34
Se -5.24504 0.43462 2.84795 -0.1 0.5 -0.1 -0.06
Br -0.56700 -3.23620 -0.30603 0.0 -0.5 -0.1 0.08



3.
15
Properties=species:S:1:pos:R:3:forces:R:3:nbo_charge:R:1 method="wB97M-V/def2-TZVPD" charge=+2 orbital_gap_ev="4.52 / 3.69" spin_multiplicity=5 e_lumo_ha="-0.3338 / -0.4477" homo_ev="-13.60 / -15.87"
C 2.28138 -2.91337 0.31225 0.3 0.1 0.0 -0.24
C 0.95964 -2.30306 -0.00042 -0.4 -0.4 0.1 -0.48
C 1.11927 -0.97473 -0.74396 -0.2 0.3 0.3 -0.39
C 0.76928 0.18655 -0.28221 1.5 -0.8 -0.9 0.70
O 0.78395 1.30730 0.12583 -1.2 1.6 0.5 -0.72
Er -0.12038 3.74971 0.44483 0.5 -0.8 -0.2 1.92
H 2.74988 -3.60792 -0.38634 -0.2 0.2 0.3 0.20
H 2.84208 -2.58118 1.18723 -0.2 -0.2 -0.3 0.19
H 0.38166 -2.12631 0.91702 0.1 -0.1 -0.2 0.23
H 0.36479 -2.96593 -0.64436 0.1 0.2 0.2 0.25
H 1.62683 -0.95032 -1.71355 -0.3 0.0 0.1 0.30
O -4.55308 3.79282 -0.02519 -1.9 0.5 -0.1 0.02
O -2.34663 3.92085 0.18577 -1.6 -0.9 0.3 -0.84
C -3.47052 3.29710 0.22538 4.4 -0.8 -0.1 0.62
H -3.38816 2.16848 0.39773 -1.0 1.0 0.0 0.25